Here is a single C2H6NO2P molecule in a non-equilibrium geometry from OMol25. Energies are from ωB97M-V/def2-TZVPD.

Output
net charge = 0
ΔE to the lowest compared entry with this formula, charge and spin = 488.9 kJ/mol
structure (SMILES) = NC(=O)[PH2]1CO1
HOMO = -7.8 eV
E_LUMO = 0.13 eV
frontier orbital gap = 7.883 eV

CARTESIAN COORDINATES (ANGSTROEM)
1 N -2.123 0.789 -0.409
2 C -1.643 -0.148 0.439
3 O -2.084 -0.927 1.244
4 P 0.454 0.027 0.110
5 C 2.125 -1.115 0.042
6 O 1.786 -0.061 1.038
7 H -1.460 1.430 -0.850
8 H -3.097 0.647 -0.557
9 H 0.055 1.395 0.393
10 H 0.771 0.413 -1.257
11 H 2.679 -0.491 -0.733
12 H 2.537 -1.959 0.540


Here is a gas-phase ion, C2H6NO2P2 (charge +1) in a non-equilibrium geometry from OMol25. Energies are from ωB97M-V/def2-TZVPD.

Output
net charge = +1
ΔE to the lowest compared entry with this formula, charge and spin = 0.0 kJ/mol
structure (SMILES) = C[NH2+]/C=P/OP=O
HOMO = -13.6 eV
E_LUMO = -4.36 eV
frontier orbital gap = 9.229 eV

CARTESIAN COORDINATES (ANGSTROEM)
1 C -1.653 0.089 -1.528
2 N -1.130 0.646 -0.242
3 C 0.260 0.169 -0.008
4 P 1.302 0.680 1.220
5 O 2.516 -0.271 1.054
6 P 3.673 -1.177 2.190
7 O 2.946 -1.487 3.365
8 H -2.121 -0.907 -1.520
9 H -2.496 0.695 -1.979
10 H -0.871 -0.074 -2.189
11 H -1.243 1.678 -0.150
12 H -1.790 0.488 0.505
13 H 0.606 -0.528 -0.718


Here is 2 unconnected molecules or ions with the total composition C2H6NO2S in a non-equilibrium geometry from OMol25. Energies are from ωB97M-V/def2-TZVPD.

Output
net charge = -1
ΔE to the lowest compared entry with this formula, charge and spin = 53.4 kJ/mol
HOMO = -4.5 eV
E_LUMO = 3.72 eV
frontier orbital gap = 8.216 eV

CARTESIAN COORDINATES (ANGSTROEM)
1 C -1.983 -0.073 -0.513
2 S -1.273 1.579 -0.867
3 H -1.548 -0.812 -1.206
4 H -1.716 -0.356 0.522
5 H -3.037 0.040 -0.662
6 H 0.017 1.176 -0.947
7 N 1.993 0.245 1.023
8 C 1.083 -0.565 0.255
9 O 1.175 -0.344 -0.991
10 O 0.350 -1.360 0.893
11 H 2.156 -0.052 1.994
12 H 2.783 0.520 0.499


Here is a gas-phase ion, C2H6NO2S (charge -1) in a non-equilibrium geometry from OMol25. Energies are from ωB97M-V/def2-TZVPD.

Output
net charge = -1
ΔE to the lowest compared entry with this formula, charge and spin = 173.1 kJ/mol
HOMO = -2.9 eV
E_LUMO = 4.12 eV
frontier orbital gap = 7.050 eV

CARTESIAN COORDINATES (ANGSTROEM)
1 C -1.445 0.007 0.711
2 C -0.538 0.285 -0.533
3 N 0.608 -0.544 -0.747
4 O 3.061 -0.949 0.006
5 O 2.235 1.396 -0.202
6 S 1.976 0.020 0.291
7 H -1.005 0.308 1.647
8 H -1.675 -1.061 0.716
9 H -1.161 0.224 -1.444
10 H -2.386 0.528 0.534
11 H -0.139 1.305 -0.476
12 H 0.469 -1.519 -0.504


Here is a single C2H6NO2S2 molecule in a non-equilibrium geometry from OMol25. Energies are from ωB97M-V/def2-TZVPD.

Output
net charge = 0
ΔE to the lowest compared entry with this formula, charge and spin = 124.6 kJ/mol
HOMO (alpha / beta) = -9.4 / -9.2 eV
spin multiplicity = 2
E_LUMO (alpha / beta) = 0.61 / -3.09 eV
frontier orbital gap (alpha / beta) = 10.030 / 6.076 eV

CARTESIAN COORDINATES (ANGSTROEM)
1 C -2.317 2.479 0.869
2 S -1.521 1.193 1.880
3 S -0.376 0.418 0.252
4 H -1.569 2.952 0.239
5 H -2.714 3.271 1.501
6 H -3.080 2.020 0.251
7 H -1.244 -0.572 0.038
8 N 1.711 -1.793 -2.813
9 C 1.766 -1.481 -1.418
10 O 2.597 -1.939 -0.680
11 O 0.776 -0.705 -1.105
12 H 2.632 -1.744 -3.225
13 H 1.357 -2.732 -2.933


Here is 2 unconnected molecules or ions with the total composition C2H6NO3 in a non-equilibrium geometry from OMol25. Energies are from ωB97M-V/def2-TZVPD.

Output
net charge = -1
ΔE to the lowest compared entry with this formula, charge and spin = 256.9 kJ/mol
HOMO = -3.9 eV
E_LUMO = 4.01 eV
frontier orbital gap = 7.956 eV

CARTESIAN COORDINATES (ANGSTROEM)
1 O -1.784 -0.564 -0.116
2 C -0.559 -0.412 -0.021
3 N 0.124 0.247 0.905
4 C 1.787 0.081 1.659
5 O 1.853 0.278 2.897
6 H -0.021 -0.509 -0.996
7 H -0.286 1.095 1.271
8 H 2.196 0.915 1.050
9 H 2.040 -0.891 1.198
10 H -1.344 0.546 -2.830
11 H -1.988 -0.656 -2.097
12 O -2.017 -0.130 -2.919


no.,energy (a.u.)
1,-626.2342
2,-967.4706
3,-683.3053
4,-683.2597
5,-1081.3298
6,-360.2734